Below is C39H35ClN2ScSi2 as an isolated structure at a distorted geometry, with properties calculated with wB97M-V/def2-TZVPD.

Geometry as XYZ:
```
80
Properties=species:S:1:pos:R:3:forces:R:3
C -1.5783 -0.8167 4.8625 -0.4 -0.3 -0.2
C -2.3062 -0.1713 3.8148 -0.1 -0.9 -0.1
C -2.2761 -1.0290 2.6683 -0.2 -0.1 0.3
H -2.8374 0.7777 3.8827 0.2 -0.3 0.0
C -1.5210 -2.1948 3.0085 -0.4 0.3 0.3
C -1.0954 -2.0631 4.3620 -0.8 0.1 -0.2
H -0.5505 -2.8202 4.9209 -0.1 0.3 -0.1
H -1.4662 -0.4501 5.8814 0.1 -0.1 -0.3
H -2.7758 -0.8505 1.7128 0.3 -0.2 0.5
H -1.3434 -3.0451 2.3450 0.0 0.4 0.3
Sc -0.0465 -0.3075 3.1314 -0.1 0.3 -2.3
Si 0.9060 -0.0145 -3.4210 -0.2 0.3 -0.6
C 0.7820 1.5238 -4.4739 0.3 0.4 0.1
C 1.8597 1.9242 -5.2750 -0.5 0.5 -0.4
H 2.8115 1.4065 -5.1993 -0.1 0.0 -0.1
C 1.6971 2.9598 -6.2031 -0.3 0.0 0.2
H 2.5052 3.2193 -6.8827 -0.1 0.0 0.2
C 0.4794 3.6560 -6.2779 -0.1 -0.3 0.3
H 0.3425 4.4676 -6.9958 0.1 -0.3 0.2
C -0.5818 3.3028 -5.4300 0.3 -0.2 -0.1
H -1.5298 3.8484 -5.4478 0.3 -0.2 -0.1
C -0.4360 2.2155 -4.5623 0.2 0.1 -0.3
H -1.2816 1.8878 -3.9516 0.3 0.1 -0.2
C 1.1287 -1.4002 -4.6630 0.6 -0.3 -0.5
C 0.3578 -1.3694 -5.8500 -0.3 -0.4 0.4
H -0.1306 -0.4405 -6.1531 -0.1 -0.3 0.2
C 0.1745 -2.5243 -6.6189 0.4 0.1 0.0
H -0.5181 -2.5185 -7.4660 0.3 0.1 0.3
C 0.9030 -3.6827 -6.3215 0.1 0.2 0.4
H 0.7557 -4.5956 -6.9104 0.1 0.4 0.2
C 1.8366 -3.6525 -5.2754 0.1 0.2 -0.2
H 2.4777 -4.5196 -5.1058 -0.2 0.3 0.0
C 1.9637 -2.5107 -4.4625 -0.6 -0.3 -0.2
H 2.6985 -2.4778 -3.6552 -0.3 -0.2 -0.1
H -0.4593 -0.0936 -2.9173 -0.2 -0.1 0.2
Si -0.0558 0.1416 0.3198 -1.3 -0.3 2.4
C -0.5861 -1.4426 -0.4843 0.1 -0.7 -0.8
C -1.7601 -1.4834 -1.2720 0.2 -0.1 0.5
H -2.1802 -0.5583 -1.6727 0.1 -0.3 0.2
C -2.4006 -2.6931 -1.5294 0.0 -0.1 0.1
H -3.3282 -2.6956 -2.1134 0.4 -0.1 0.2
C -1.8765 -3.8819 -1.0135 0.0 -0.1 -0.1
H -2.4033 -4.8251 -1.1755 0.2 0.3 0.0
C -0.6626 -3.8755 -0.3196 0.1 0.1 -0.1
H -0.2336 -4.8089 0.0575 -0.2 0.3 -0.2
C -0.0020 -2.6676 -0.0885 -0.6 0.3 0.0
H 0.9502 -2.6636 0.4491 -0.2 0.0 -0.1
C -1.0927 1.5848 -0.2402 0.1 0.7 -0.4
C -2.3719 1.7837 0.3322 0.4 0.1 -0.2
H -2.6849 1.1782 1.1877 0.1 0.1 -0.4
C -3.2354 2.7593 -0.1640 0.3 0.0 -0.1
H -4.2148 2.8898 0.2945 0.2 0.0 -0.2
C -2.8268 3.5620 -1.2374 0.2 -0.2 0.1
H -3.5122 4.2990 -1.6545 0.2 -0.1 0.1
C -1.5401 3.4193 -1.7722 -0.1 0.2 0.2
H -1.2123 4.0611 -2.5970 -0.2 -0.2 0.4
C -0.6647 2.4610 -1.2573 -0.6 -0.2 0.2
H 0.3433 2.3743 -1.6640 -0.2 0.0 0.0
H 1.8130 0.0414 -2.2245 0.0 -0.1 -0.6
Cl 1.9725 0.5323 0.4480 0.9 0.2 -0.2
C -0.3494 3.5309 5.3059 0.1 -0.2 -0.3
C 0.6765 3.4264 6.2468 0.0 -0.3 -0.3
C 1.5141 2.3130 6.2264 0.0 -0.6 -0.5
C 1.3304 1.3250 5.2469 -1.0 1.2 -0.6
N 0.3804 1.4858 4.2645 0.0 1.1 1.5
C -0.4683 2.5501 4.3199 0.9 -0.3 0.3
C 2.0645 0.0441 5.2288 0.8 -1.6 -0.5
C 3.0628 -0.2870 6.1584 -0.3 0.0 -0.4
C 3.6225 -1.5698 6.1575 -0.3 0.1 -0.3
C 3.1549 -2.5242 5.2458 -0.3 0.3 -0.3
C 2.1862 -2.1432 4.3132 0.3 1.2 0.4
N 1.6972 -0.8702 4.2667 0.9 -0.6 1.5
H -1.0493 4.3633 5.3030 0.2 -0.2 0.1
H 0.8398 4.1940 6.9953 -0.1 -0.1 -0.1
H 2.3063 2.1728 6.9560 -0.3 0.2 0.0
H -1.2572 2.6043 3.5585 0.5 -0.1 0.2
H 3.3857 0.4737 6.8666 0.0 -0.4 -0.1
H 4.4098 -1.8178 6.8668 -0.2 0.0 -0.1
H 3.5223 -3.5503 5.2154 0.0 0.4 0.2
H 1.7911 -2.8548 3.5783 0.2 0.4 0.2
```
Forces are in eV/Å.

The HOMO energy comes out at -9.3 eV. The value obtained for the LUMO energy is -4.2757 eV. The value obtained for the total energy is -92966.33708 eV. Its total charge is +1. For the HOMO-LUMO gap, the calculation gives 4.98 eV. The calculation puts the energy above the lowest of the compared OMol25 structures with the same formula, charge and spin at 0.0 kJ/mol.